A) This record from the OMol25 dataset describes an isolated ion of composition CH4N and charge +1. The level of theory is ωB97M-V with the def2-TZVPD basis set.

Computed properties:
**Net charge**: +1
**Gap between HOMO and LUMO**: 9.613 eV

Last column: Mulliken charge in e.
Cartesian coordinates (Å):
C 0.3629 -0.4827 -0.3025  -0.247
N -0.3451 0.5730 0.3816  -0.064
H 1.4023 -0.3723 -0.0726  0.313
H 0.2256 -0.6025 -1.4087  0.329
H -1.2003 0.8396 0.0128  0.318
H -0.1898 -0.9799 0.6122  0.350



B) This record from the OMol25 dataset describes an isolated ion of composition CH4N and charge +1. The level of theory is ωB97M-V with the def2-TZVPD basis set.

Computed properties:
**Net charge**: +1
**Gap between HOMO and LUMO**: 13.235 eV
**SMILES string**: C=[NH2+]

Last column: Mulliken charge in e.
Cartesian coordinates (Å):
C -0.2525 0.3885 0.3983  -0.019
N 0.3147 -0.4430 -0.3872  -0.141
H -1.2425 0.1601 0.7844  0.273
H 0.1561 1.3740 0.6189  0.279
H 1.3187 -0.4039 -0.5193  0.301
H -0.2946 -1.0756 -0.8951  0.307



Stability, descending: B), A)



A) This record from the OMol25 dataset describes an isolated ion of composition C4H11N2S and charge -1. The level of theory is ωB97M-V with the def2-TZVPD basis set.

Computed properties:
**Net charge**: -1
**Gap between HOMO and LUMO**: 6.077 eV
**SMILES string**: C[C@H](C[S-])NCN

Last column: Mulliken charge in e.
Cartesian coordinates (Å):
C -1.4202 0.8655 -0.0431  -1.246
C -0.3751 -0.0778 0.5291  -0.066
C 1.1169 0.2981 0.3615  -0.638
S 1.4958 1.9512 1.0440  -0.620
N -0.7813 -1.5048 0.3027  -0.401
C -1.3149 -1.8761 -0.9831  -0.511
N -0.2209 -1.7345 -1.9750  -0.548
H -2.4516 0.6425 0.1608  0.341
H -1.0615 1.8725 0.1827  0.370
H -1.2869 0.8531 -1.1438  0.247
H -0.4364 -0.0047 1.6205  0.288
H 1.5923 -0.6304 0.7164  0.275
H 1.3184 0.3060 -0.7192  0.135
H 0.0873 -2.0301 0.3664  0.283
H -2.0905 -1.2005 -1.3386  0.330
H -1.7070 -2.8922 -1.0444  0.364
H -0.1094 -0.7686 -2.2548  0.187
H -0.3080 -2.3408 -2.7816  0.209



B) This record from the OMol25 dataset describes a 2-piece molecular cluster, C4H11N2S overall. The level of theory is ωB97M-V with the def2-TZVPD basis set.

Computed properties:
**Net charge**: -1
**Gap between HOMO and LUMO**: 6.708 eV

Last column: Mulliken charge in e.
Cartesian coordinates (Å):
C -0.4984 -3.3285 -0.5406  -1.027
C -1.3337 -2.0707 -0.3665  -0.464
S -0.3846 -0.7039 0.3348  -0.620
H 0.0627 -3.5568 0.3687  0.253
H 0.2384 -3.1152 -1.3191  0.237
H -1.0670 -4.2157 -0.8510  0.352
H -2.2096 -2.3135 0.2560  0.191
H -1.7378 -1.7770 -1.3383  0.184
C -0.6731 2.3731 -0.0128  -0.851
N 0.7478 2.6627 0.0960  -0.319
C 1.5659 1.7932 0.7981  0.105
N 2.8246 1.8731 0.6130  -0.798
H -0.9734 1.7310 -0.8405  0.229
H -1.0288 1.9414 0.9148  0.410
H -1.1895 3.3419 -0.1361  0.258
H 1.2219 2.8912 -0.7671  0.264
H 1.0706 1.1814 1.5478  0.379
H 3.3641 1.2923 1.2427  0.219



C) This record from the OMol25 dataset describes an isolated ion of composition C4H11N2S and charge -1. The level of theory is ωB97M-V with the def2-TZVPD basis set.

Computed properties:
**Net charge**: -1
**Gap between HOMO and LUMO**: 6.060 eV
**SMILES string**: C[C@@H](C[S-])NCN

Last column: Mulliken charge in e.
Cartesian coordinates (Å):
C -1.9001 0.1716 -0.2078  -1.245
C -0.4920 -0.1389 0.3011  0.413
C 0.0323 -1.5101 -0.1690  -0.904
S 1.3125 -2.3154 0.8774  -0.679
N 0.4542 0.9348 -0.0169  -0.206
C 0.2858 1.9902 -0.9563  -0.681
N -0.2881 3.2207 -0.3783  -0.677
H -2.4758 0.8273 0.4348  0.254
H -2.4656 -0.7438 -0.3329  0.439
H -1.7565 0.5799 -1.2174  0.293
H -0.4249 -0.2765 1.3785  0.117
H -0.8306 -2.1884 -0.1234  0.177
H 0.5006 -1.4622 -1.1529  0.243
H 1.4010 0.6959 0.2252  0.224
H 1.2703 2.1026 -1.4309  0.305
H -0.3152 1.7784 -1.8469  0.312
H -0.2373 3.0913 0.6227  0.312
H -1.2359 3.3099 -0.7239  0.302



Stability, descending: B), C), A)



A) This record from the OMol25 dataset describes C4H3F3 in the gas phase. The level of theory is ωB97M-V with the def2-TZVPD basis set.

Computed properties:
**Gap between HOMO and LUMO**: 10.171 eV
**SMILES string**: C=C(F)/C(F)=C\F

Last column: Mulliken charge in e.
Cartesian coordinates (Å):
C 0.8556 1.4216 -0.1528  -0.879
C 0.8973 0.0954 0.0502  0.541
F 2.0442 -0.5439 0.3836  -0.241
C -0.1681 -0.9220 -0.0066  0.364
F 0.3539 -2.1289 -0.1105  -0.246
C -1.4442 -0.7925 0.0979  -0.282
F -1.9966 0.3888 0.2750  -0.227
H -0.0319 1.9043 -0.4751  0.253
H 1.6620 2.1079 -0.0638  0.302
H -2.1721 -1.5307 0.0019  0.415



B) This record from the OMol25 dataset describes C4H3F3 as an isolated structure. The level of theory is ωB97M-V with the def2-TZVPD basis set.

Computed properties:
**Gap between HOMO and LUMO (alpha / beta)**: 6.864 / 6.876 eV

Last column: Mulliken charge in e.
Cartesian coordinates (Å):
C 1.1464 0.1554 -0.0034  -0.232
C 0.3137 0.6114 1.0115  -0.579
C 0.1068 -0.1843 -0.8861  -0.557
C -0.8748 0.4593 0.0360  1.380
F 0.2096 -2.6499 -0.3983  -0.655
F -1.4297 1.6226 -0.4331  -0.253
F -1.9169 -0.3368 0.3825  -0.231
H 2.2468 0.0340 0.0443  0.366
H 0.3272 1.0673 2.0189  0.371
H -0.1291 -0.7789 -1.7722  0.390



C) This record from the OMol25 dataset describes a 2-piece molecular cluster, C4H3F3 overall. The level of theory is ωB97M-V with the def2-TZVPD basis set.

Computed properties:
**Gap between HOMO and LUMO**: 10.934 eV
**SMILES string**: C=C(F)F.C#CF

Last column: Mulliken charge in e.
Cartesian coordinates (Å):
C 1.0153 -0.7836 0.9400  -0.604
C 1.4197 0.2204 0.2001  0.484
F 0.8548 1.4177 0.1229  -0.203
F 2.5008 0.1964 -0.5760  -0.225
H 0.1552 -0.7001 1.5735  0.291
H 1.5575 -1.7100 0.9280  0.248
C -1.8757 0.2024 -1.4385  -0.106
C -1.8602 0.4550 -0.2729  0.007
F -1.8492 0.7143 0.9841  -0.253
H -1.9183 -0.0126 -2.4611  0.360



Stability, descending: A), C), B)



A) This record from the OMol25 dataset describes C5H11P in the gas phase. The level of theory is ωB97M-V with the def2-TZVPD basis set.

Computed properties:
**Gap between HOMO and LUMO**: 10.316 eV
**SMILES string**: C=CC[C@H](C)P

Last column: Mulliken charge in e.
Cartesian coordinates (Å):
C 2.7581 -0.4477 0.2661  -0.875
C 1.4792 -0.7035 0.6167  -0.171
C 0.2837 -0.9752 -0.1823  -0.691
C -0.9394 0.1363 -0.3902  0.296
C -0.5176 1.4051 0.3210  -1.447
P -2.5129 -0.5784 0.3433  -0.156
H 3.4315 -0.3558 1.0113  0.314
H 2.9955 -0.3297 -0.7035  0.332
H 1.1623 -0.6005 1.6135  0.329
H 0.6385 -1.2065 -1.2699  0.269
H -0.3457 -1.8636 0.1666  0.289
H -0.8800 0.4116 -1.5162  0.259
H -0.7178 1.4573 1.4427  0.363
H -1.1788 2.1944 -0.0232  0.416
H 0.5669 1.7000 0.3457  0.346
H -2.8798 -1.5178 -0.8424  0.070
H -3.3607 0.6435 -0.1755  0.059



B) This record from the OMol25 dataset describes a 2-piece molecular cluster, C5H11P overall. The level of theory is ωB97M-V with the def2-TZVPD basis set.

Computed properties:
**Gap between HOMO and LUMO**: 9.593 eV

Last column: Mulliken charge in e.
Cartesian coordinates (Å):
C 0.6696 -0.7058 0.2084  0.194
C 0.9687 -2.0036 0.0984  -0.746
C 2.4088 0.5824 0.3344  -0.979
C -2.0988 -0.7121 -0.0832  -1.266
C -0.9461 1.7315 -0.3310  -0.966
P -0.7933 0.2624 0.8211  0.163
H 1.8932 -2.4631 -0.0204  0.353
H 0.0600 -2.4763 0.0010  0.260
H 3.0025 -0.1390 1.0003  0.314
H 2.1259 1.5097 0.8482  0.292
H 2.7542 0.8021 -0.6601  0.298
H -2.1354 -0.5399 -1.2199  0.287
H -2.0174 -1.6608 0.2785  0.450
H -2.9991 -0.3641 0.2119  0.436
H -0.8386 1.2466 -1.3299  0.297
H -1.8594 2.3856 -0.1501  0.336
H -0.1950 2.5443 -0.0076  0.274



Stability, descending: A), B)



A) This record from the OMol25 dataset describes CHNO in the gas phase. The level of theory is ωB97M-V with the def2-TZVPD basis set.

Computed properties:
**Gap between HOMO and LUMO**: 12.252 eV
**SMILES string**: N#CO

Last column: Mulliken charge in e.
Cartesian coordinates (Å):
N -0.7534 -0.7542 -1.2434  -0.269
C -0.4492 -0.1248 -0.3550  0.308
O 0.2059 0.6528 0.8231  -0.340
H 0.9967 0.2262 0.7753  0.302



B) This record from the OMol25 dataset describes a 2-piece molecular cluster, CHNO overall. The level of theory is ωB97M-V with the def2-TZVPD basis set.

Computed properties:
**Gap between HOMO and LUMO (alpha / beta)**: 9.218 / 8.096 eV

Last column: Mulliken charge in e.
Cartesian coordinates (Å):
C -0.0250 -0.7561 -0.0684  0.439
N 0.7449 -1.6457 0.5495  -0.243
O 0.0612 0.5114 0.3379  -0.331
H -0.7811 1.8904 -0.8190  0.135



Stability, descending: A), B)



A) This record from the OMol25 dataset describes C9H26HgN2O7 as an isolated structure. The level of theory is ωB97M-V with the def2-TZVPD basis set.

Computed properties:
**Gap between HOMO and LUMO (alpha / beta)**: 5.344 / 5.300 eV

Last column: Mulliken charge in e.
Cartesian coordinates (Å):
O 0.5103 -1.1938 4.7094  -0.445
H 0.5110 -0.9397 5.6485  0.268
Hg 0.2783 -0.2541 0.1650  0.501
N 1.6638 1.1356 -1.0702  0.119
N 0.6979 -1.1300 -1.8889  -0.102
O 2.4491 2.1768 -0.5425  -0.545
O 0.5409 -2.4847 -2.2695  -0.549
C 2.1782 0.6832 -2.2045  -0.275
C 1.6859 -0.5990 -2.6118  0.774
C 3.2304 1.4583 -2.8961  -1.392
C 2.1153 -1.5393 -3.6505  -1.357
H 3.4341 2.3734 -2.3364  0.413
H 2.9237 1.7264 -3.9155  0.286
H 4.1605 0.8806 -2.9682  0.326
H 1.2644 -1.8199 -4.2819  0.338
H 2.4927 -2.4630 -3.1985  0.246
H 2.8931 -1.1024 -4.2730  0.434
H 2.0527 2.3873 0.3277  0.328
H -0.0473 -2.8948 -1.6040  0.279
O -1.6338 0.3696 -2.5018  -0.742
H -1.4638 1.3287 -2.4277  0.266
H -0.7483 -0.0604 -2.4262  0.271
C -0.0929 -2.4431 4.6475  -0.537
H 0.2794 -3.1892 5.3687  0.293
H 0.0403 -2.8504 3.6321  0.187
H -1.1597 -2.3042 4.8255  0.259
O 1.6261 0.2064 1.9218  -0.306
H 1.4084 -0.1479 2.8093  0.198
H 2.6015 0.1735 1.8317  0.241
C -1.1329 2.8389 0.2909  -0.723
O -0.8769 1.7391 1.1875  -0.149
C -1.9878 1.3266 1.9905  -0.607
C -2.8858 0.3051 1.3184  -0.567
O -2.1201 -0.6456 0.5723  0.076
C -2.8960 -1.3832 -0.3800  -0.808
H -0.2082 2.9791 -0.2870  0.208
H -1.3669 3.7594 0.8597  0.278
H -1.9552 2.5809 -0.4021  0.257
H -1.6027 0.9009 2.9276  0.252
H -2.5840 2.2182 2.2406  0.370
H -3.5807 0.8275 0.6470  0.461
H -3.4684 -0.2352 2.0832  0.322
H -3.9608 -1.4197 -0.0902  0.378
H -2.7840 -0.8755 -1.3498  0.286
H -2.4819 -2.4007 -0.4287  0.187



B) This record from the OMol25 dataset describes C9H26HgN2O7 as an isolated structure. The level of theory is ωB97M-V with the def2-TZVPD basis set.

Computed properties:
**Gap between HOMO and LUMO**: 3.928 eV

Last column: Mulliken charge in e.
Cartesian coordinates (Å):
O 3.1446 -2.7738 2.1203  -0.966
H 2.6766 -3.4659 1.6012  0.119
Hg 0.2641 -0.5900 -0.1527  1.321
N 0.6270 1.1860 -1.4112  0.140
N -1.7835 0.0852 -1.3392  -0.038
O 1.9131 1.7332 -1.5206  -0.501
O -2.8393 -0.8291 -1.5666  -0.541
C -0.1113 1.2844 -2.5201  0.163
C -1.4040 0.6268 -2.5061  0.744
C 0.3213 2.1197 -3.6427  -1.580
C -2.3158 0.6466 -3.6535  -1.521
H 1.3888 2.2755 -3.5630  0.469
H -0.1497 3.1042 -3.6148  0.337
H 0.0899 1.7032 -4.6228  0.390
H -3.3122 0.3421 -3.3555  0.469
H -2.0268 0.0080 -4.4917  0.316
H -2.3756 1.6441 -4.0823  0.416
H 2.4072 1.4144 -0.7334  0.292
H -2.9195 -1.3762 -0.7577  0.326
O -1.6972 2.0883 0.9416  -0.676
H -0.7251 2.1169 0.8353  0.299
H -1.9476 1.6337 0.1091  0.349
C 0.4646 -2.4973 -0.8567  -1.386
H 1.3755 -2.7397 -0.2595  0.347
H 0.5379 -2.3360 -1.9516  0.325
H -0.4226 -3.0731 -0.5726  0.332
O 4.2678 -0.1196 0.3356  -0.648
H 4.4633 -0.8840 0.9364  0.332
H 3.6883 -0.5483 -0.3149  0.285
C 1.6344 1.4049 2.3209  -0.827
O 1.4752 0.0689 1.8354  0.000
C 0.9756 -0.9739 2.6915  -0.745
C -0.5296 -0.9559 3.0141  -0.337
O -1.3793 -0.9816 1.8851  -0.094
C -2.7414 -0.5627 2.1162  -0.812
H 1.7446 2.0656 1.4484  0.225
H 2.5234 1.5156 2.9615  0.208
H 0.7247 1.7035 2.8567  0.348
H 1.2681 -1.8912 2.1653  0.061
H 1.6016 -1.0030 3.5998  0.481
H -0.7656 -0.0682 3.5918  0.413
H -0.7684 -1.8103 3.6580  0.354
H -3.3490 -1.2057 2.7793  0.277
H -2.7722 0.4466 2.5447  0.327
H -3.2419 -0.5318 1.1411  0.206



Stability, descending: A), B)



A) This record from the OMol25 dataset describes C3H7NOS2 in the gas phase. The level of theory is ωB97M-V with the def2-TZVPD basis set.

Computed properties:
**Gap between HOMO and LUMO**: 8.857 eV
**SMILES string**: NC(=O)CCSS

Last column: Mulliken charge in e.
Cartesian coordinates (Å):
N 0.3650 -1.5429 -0.4448  -0.207
C 1.3405 -0.9762 0.2064  0.599
O 2.3891 -1.5132 0.6244  -0.656
C 1.0319 0.5126 0.3639  -0.607
C -0.3064 0.7230 1.1056  -0.553
S -1.9670 1.0557 0.1851  -0.076
S -1.8728 0.5478 -1.7539  -0.262
H -0.4832 -1.1373 -0.8268  0.017
H 0.5603 -2.4250 -0.9680  0.258
H 1.7583 1.0538 0.8483  0.328
H 0.8476 0.7892 -0.6865  0.313
H -0.2196 1.6299 1.7575  0.341
H -0.6906 -0.1246 1.8270  0.338
H -2.7531 1.4072 -2.2381  0.166



B) This record from the OMol25 dataset describes C3H7NOS2 as an isolated structure. The level of theory is ωB97M-V with the def2-TZVPD basis set.

Computed properties:
**Gap between HOMO and LUMO**: 8.531 eV

Last column: Mulliken charge in e.
Cartesian coordinates (Å):
C -0.4926 0.2979 0.3412  -0.211
C 1.0820 0.6217 -0.3552  -0.718
C -1.1590 -0.9166 -0.0811  0.533
H -2.4479 0.9832 0.2589  0.360
H -1.2760 1.4681 -1.1513  0.345
H -0.3798 0.2531 1.4812  0.293
H 1.3704 1.6293 -0.1354  0.484
H 0.9013 0.6415 -1.5582  0.288
H 2.3109 -0.7029 1.4995  0.194
H 1.1709 -1.8912 0.5003  0.053
N -1.2773 1.5660 0.1282  -0.699
O -2.2366 -1.1029 -0.6426  -0.548
S 2.5493 -0.4928 -0.2834  -0.172
S -0.1155 -2.3546 -0.0020  -0.203



Stability, descending: A), B)



A) This record from the OMol25 dataset describes C3H7P as an isolated structure. The level of theory is ωB97M-V with the def2-TZVPD basis set.

Computed properties:
**Gap between HOMO and LUMO**: 10.064 eV

Last column: Mulliken charge in e.
Cartesian coordinates (Å):
C 2.0965 -0.2337 0.3290  -0.516
C 0.9459 -0.1516 -0.2610  -0.206
C -0.7446 0.6540 0.5113  -0.779
P -2.3013 -0.2515 -0.1333  -0.024
H 2.8866 -0.9464 0.0785  0.242
H 2.2077 0.3849 1.1540  0.253
H 0.5925 -0.7515 -1.0868  0.261
H -0.4837 0.5767 1.4741  0.469
H -0.8754 1.7269 0.0482  0.247
H -1.8178 -1.4384 -0.7690  0.023
H -2.5065 0.4307 -1.3449  0.030



B) This record from the OMol25 dataset describes C3H7P in the gas phase. The level of theory is ωB97M-V with the def2-TZVPD basis set.

Computed properties:
**Gap between HOMO and LUMO (alpha / beta)**: 8.067 / 8.067 eV
**SMILES string**: C=P(=C)C

Last column: Mulliken charge in e.
Cartesian coordinates (Å):
C 1.8134 -0.8936 -0.0183  -0.742
P 0.0709 -0.5624 0.0350  0.572
C -2.0792 -0.7473 -0.1235  -0.712
C 0.0664 1.2751 -0.0655  -1.050
H 2.1586 -1.9085 -0.0216  0.262
H 2.4576 -0.0948 -0.3249  0.239
H -2.2943 -1.8086 0.0231  0.237
H -2.3478 -0.1919 0.7806  0.214
H -0.0058 1.5702 -1.1116  0.300
H 0.9671 1.7000 0.3708  0.350
H -0.8069 1.6618 0.4560  0.330



Stability, descending: A), B)